A cluster of 3 separate species, C4H5FO2 in total in a non-equilibrium geometry. Source: the OMol25 dataset; level of theory: wB97M-V/def2-TZVPD.

Each atom is followed by the atoms it is bonded to, with distances in Å.
Atoms and positions in Å:
1 C -0.996 0.301 0.104  C4 1.308, O5 1.199
2 C -4.517 0.636 -0.920  O6 1.135
3 C 1.195 -0.882 -0.038  C4 1.525, H8 1.055, H9 1.191, H10 1.159
4 C -0.033 -0.356 0.698  C1 1.308, C3 1.525, H12 1.064
5 O -1.923 0.774 -0.492  C1 1.199
6 O -4.929 0.458 0.121  C2 1.135
7 F 3.655 1.533 -0.223  H11 0.960
8 H 0.808 -1.510 -0.793  C3 1.055
9 H 1.815 -1.485 0.781  C3 1.191
10 H 2.005 -0.215 -0.530  C3 1.159
11 H 2.833 1.101 -0.463  F7 0.960
12 H 0.087 -0.356 1.756  C4 1.064

The HOMO energy comes out at -9.53 eV. The total energy comes out at -11039.3310 eV.